# 1
Here is a structure of composition C8H10CoF6N4O16 in a non-equilibrium geometry from the OMol25 dataset. Energies are from wB97M-V/def2-TZVPD.

## Properties
* relative energy (zero: lowest compared OMol25 entry of this formula, charge and spin): 91.4 kcal/mol
* highest occupied orbital energy (alpha / beta): -1.99 / -1.97 eV
* LUMO (alpha / beta): 4.03 / 4.03 eV
* 2S+1: 4
* net charge: -2
* gap between HOMO and LUMO (alpha / beta): 0.2214 / 0.2206 Eh

XYZ file:
```
45
Properties=species:S:1:pos:R:3:forces:R:3
Co -0.546 0.026 -1.383 -1.52 0.47 -1.79
F -0.462 -4.136 0.581 0.05 1.04 1.05
F -1.240 -4.028 2.589 -0.32 -0.49 0.70
F 2.428 -2.996 -0.446 1.20 1.07 0.34
F 3.641 -1.776 -1.789 0.19 -0.21 0.59
F 0.830 -3.547 2.219 0.23 0.21 0.22
F 4.307 -2.014 0.278 -0.16 -0.69 -0.26
O -1.423 1.245 -4.630 -0.92 -1.82 -2.47
O 1.338 -2.176 -3.806 2.38 -1.53 -0.89
O -3.998 -0.212 -3.464 -1.07 0.35 0.62
O -3.876 1.685 -2.390 -0.77 -0.40 0.31
O -0.193 -1.821 -2.463 -1.56 0.61 5.74
O 1.554 -0.103 -0.903 4.59 -2.70 4.17
O -1.296 3.087 -3.641 0.30 1.86 0.42
O -2.144 3.178 -0.207 1.95 -0.04 0.99
O -2.626 0.023 -1.885 1.85 -1.18 2.48
O -0.264 1.404 -2.934 4.61 -2.44 4.92
O -0.711 -2.149 -4.442 -0.51 -1.65 -1.32
O -0.246 3.614 0.760 0.85 -0.63 0.25
O -0.637 -1.243 0.483 -0.83 -2.83 5.04
O 2.996 -0.048 1.043 -0.94 -3.78 -3.06
O -0.711 1.620 -0.038 1.85 -1.34 0.94
O -1.678 -1.517 2.589 1.28 -0.94 -2.16
N -3.567 0.507 -2.547 0.56 0.64 -2.75
N -0.982 1.909 -3.735 -3.39 2.39 -2.62
N 0.145 -2.161 -3.579 -0.27 3.15 -2.74
N -0.991 2.825 0.179 -4.25 1.40 -1.62
C 2.451 -0.629 -0.147 -2.82 4.64 -0.66
C 2.907 2.289 0.746 -0.48 1.04 0.45
C -1.331 0.660 3.495 -0.47 0.49 0.61
C -2.332 -0.214 2.728 1.66 0.69 0.93
C -0.408 -3.447 1.756 -0.56 1.27 -1.91
C -0.879 -1.881 1.556 -0.50 1.72 -3.45
C 2.461 1.117 1.606 -0.13 1.23 -0.93
C 3.245 -1.901 -0.524 -1.30 -0.01 -0.77
H -3.177 -0.502 3.355 -0.08 0.37 -0.26
H 3.986 2.414 0.652 0.18 -0.35 0.50
H -1.879 1.492 3.936 -0.15 0.10 0.05
H 2.888 1.207 2.604 0.19 -0.20 -0.04
H -0.859 0.135 4.326 -0.04 -0.21 -0.05
H -0.561 1.151 2.901 -0.12 -0.40 -0.44
H 2.501 3.149 1.278 0.08 0.40 -0.32
H 1.381 1.042 1.727 -0.09 0.15 -0.44
H 2.548 2.346 -0.282 -0.56 -0.44 0.24
H -2.587 0.377 1.848 -0.18 -0.98 -0.62
```
Positions in Å, forces in eV/Å.

In elementary charge units, the natural (NBO) charges are: Co 1.627; F -0.302; F -0.307; F -0.301; F -0.278; F -0.311; F -0.307; O -0.490; O -0.534; O -0.498; O -0.465; O -0.656; O -0.579; O -0.530; O -0.458; O -0.670; O -0.650; O -0.459; O -0.521; O -0.596; O -0.499; O -0.663; O -0.495; N 0.727; N 0.743; N 0.734; N 0.725; C 0.730; C -0.648; C -0.638; C -0.080; C 0.915; C 0.731; C -0.061; C 0.905; H 0.190; H 0.191; H 0.218; H 0.177; H 0.197; H 0.238; H 0.230; H 0.210; H 0.252; H 0.256

=====

# 2
Here is a structure of composition C8H10IrO8P in a non-equilibrium geometry from the OMol25 dataset. Energies are from wB97M-V/def2-TZVPD.

## Properties
* relative energy (zero: lowest compared OMol25 entry of this formula, charge and spin): 0.0 kcal/mol
* highest occupied orbital energy (alpha / beta): -12.60 / -18.19 eV
* LUMO (alpha / beta): -8.40 / -13.23 eV
* 2S+1: 5
* net charge: +2
* gap between HOMO and LUMO (alpha / beta): 0.1541 / 0.1825 Eh

XYZ file:
```
28
Properties=species:S:1:pos:R:3:forces:R:3
Ir -0.124 -1.026 -0.586 -0.51 -2.65 -2.03
P 0.145 0.179 1.658 0.81 3.49 4.70
O -0.004 -1.057 2.668 0.11 0.59 -0.94
O 2.768 0.000 -0.756 -3.98 -1.90 -0.01
O 0.026 -3.650 1.135 -0.38 3.87 -2.61
O 0.210 4.514 1.114 -1.95 -0.51 -0.49
O -0.773 1.411 2.194 0.27 -1.79 -0.73
O 1.620 0.725 2.008 -1.32 -1.04 -0.94
O -2.856 0.234 0.056 3.77 -2.17 -0.60
O -0.517 -2.353 -3.404 0.57 1.68 4.45
C -1.271 -1.490 3.202 -0.45 -0.35 0.52
C -0.059 -2.658 0.543 0.72 -5.06 3.58
C 0.367 3.510 0.567 3.52 -0.99 -0.51
C -0.435 2.313 3.308 -0.05 0.05 0.19
C 2.239 0.298 3.253 0.68 0.06 0.33
C -0.378 -1.950 -2.327 -0.81 -2.81 -6.77
C -1.822 -0.256 -0.131 -6.11 4.24 0.97
C 1.682 -0.399 -0.694 6.37 3.70 0.10
H -1.356 2.907 3.409 0.61 -0.15 0.24
H -1.112 -1.457 4.289 -0.53 -0.15 -0.36
H 2.764 -0.632 3.024 0.10 0.24 0.41
H 2.915 1.119 3.504 0.01 -0.37 0.02
H -1.432 -2.522 2.859 -0.06 0.33 0.37
H 1.513 0.146 4.062 0.25 0.09 -0.38
H -2.126 -0.857 2.895 0.58 -0.15 0.24
H 0.421 2.924 3.006 -0.32 -0.08 0.17
H 0.175 2.443 -0.004 -1.47 1.70 0.61
H -0.168 1.766 4.231 -0.44 0.13 -0.52
```
Positions in Å, forces in eV/Å.

In elementary charge units, the natural (NBO) charges are: Ir 0.624; P 1.847; O -0.856; O -0.250; O -0.285; O -0.390; O -0.855; O -0.836; O -0.251; O -0.241; C -0.273; C 0.490; C 0.383; C -0.261; C -0.257; C 0.429; C 0.460; C 0.477; H 0.244; H 0.246; H 0.207; H 0.239; H 0.201; H 0.200; H 0.206; H 0.212; H 0.087; H 0.203

=====

# 3
Here is a structure of composition C8H10LuN2O5 in a non-equilibrium geometry from the OMol25 dataset. Energies are from wB97M-V/def2-TZVPD.

## Properties
* highest occupied orbital energy: -20.18 eV
* LUMO: -13.75 eV
* net charge: +3
* gap between HOMO and LUMO: 0.2364 Eh

XYZ file:
```
26
Properties=species:S:1:pos:R:3:forces:R:3
Lu 0.366 0.377 -0.165 -0.27 -0.06 1.74
O -0.096 -2.611 -1.823 1.29 5.14 1.59
O -0.633 -0.500 1.407 0.91 0.80 -1.38
O -2.634 0.039 -1.808 5.45 1.10 1.48
O 3.850 -0.174 -0.743 -5.33 0.99 0.61
O 0.292 3.913 -0.807 0.22 -4.96 0.64
N -1.919 -1.637 2.882 1.05 0.88 -0.52
N -0.238 -0.229 3.639 -0.11 -0.16 -1.16
C -1.546 0.256 -1.462 -7.12 -0.70 -2.21
C -0.913 -0.779 2.642 -1.23 -0.97 1.44
C 0.340 2.775 -0.645 -0.26 5.82 -0.76
C 0.166 -1.539 -1.464 -1.01 -6.82 -2.18
C 2.724 0.032 -0.600 6.35 -1.14 -0.72
C 0.859 0.734 3.472 -0.13 -0.06 0.93
C 0.152 -0.523 -4.259 0.00 -0.95 0.40
C 0.215 0.804 -4.186 0.08 0.93 0.78
H 0.544 1.672 3.944 0.30 -0.04 -0.28
H 1.723 0.330 4.010 0.04 0.29 -0.29
H 1.142 0.926 2.413 -0.28 -0.26 0.56
H -2.189 -1.897 3.822 -0.10 -0.07 -0.13
H -2.421 -2.007 2.088 -0.12 -0.14 0.25
H 1.051 -1.147 -4.300 -0.24 0.26 -0.18
H -0.802 -1.058 -4.312 0.23 0.21 -0.15
H 1.174 1.334 -4.156 -0.31 -0.18 -0.23
H -0.688 1.422 -4.162 0.27 -0.17 -0.26
H -0.520 -0.512 4.572 0.31 0.28 0.02
```
Positions in Å, forces in eV/Å.

In elementary charge units, the natural (NBO) charges are: Lu 1.817; O -0.250; O -0.875; O -0.244; O -0.206; O -0.209; N -0.734; N -0.540; C 0.412; C 0.812; C 0.419; C 0.406; C 0.417; C -0.383; C -0.366; C -0.385; H 0.267; H 0.271; H 0.129; H 0.451; H 0.440; H 0.227; H 0.224; H 0.225; H 0.221; H 0.454

=====

# 4
Here is a cluster of 2 separate species, C8H10N2 in total in a non-equilibrium geometry from the OMol25 dataset. Energies are from wB97M-V/def2-TZVPD.

## Properties
* relative energy (zero: lowest compared OMol25 entry of this formula, charge and spin): 16.5 kcal/mol
* SMILES string: c1cc[nH]c1.c1cc[nH]c1
* highest occupied orbital energy: -8.21 eV
* LUMO: 0.95 eV
* gap between HOMO and LUMO: 0.3367 Eh

XYZ file:
```
20
Properties=species:S:1:pos:R:3:forces:R:3
N -2.295 -1.500 0.666 -0.18 1.41 3.67
N 2.601 2.676 0.320 1.68 2.63 -0.62
C 2.305 1.952 -0.809 1.16 1.46 -0.03
C -1.522 -1.365 -1.382 0.12 -0.68 0.77
C -1.988 -2.671 -1.046 -0.01 -1.93 -1.86
C 1.472 1.008 -0.397 -1.79 -3.34 2.08
C -2.487 -2.779 0.241 0.88 1.08 -2.19
C -1.649 -0.681 -0.205 -0.33 0.51 -0.67
C 1.290 1.091 1.072 0.57 1.07 -1.16
C 1.993 2.239 1.425 -0.66 -1.60 0.66
H -1.121 -0.983 -2.321 -0.08 -0.38 0.42
H 2.190 2.749 2.369 -0.24 -0.36 -0.28
H 2.803 2.160 -1.756 -0.42 -0.05 0.39
H 3.162 3.531 0.361 -0.37 -0.68 -0.41
H -2.958 -3.615 0.757 0.27 0.69 0.00
H 1.090 0.140 -0.934 0.14 0.51 -0.16
H -1.322 0.333 0.022 -0.44 -0.41 0.25
H -2.475 -1.167 1.617 0.03 -0.42 -0.62
H -1.903 -3.499 -1.750 -0.30 0.13 0.23
H 0.814 0.382 1.749 -0.04 0.37 -0.47
```
Positions in Å, forces in eV/Å.

In elementary charge units, the natural (NBO) charges are: N -0.499; N -0.509; C -0.083; C -0.322; C -0.289; C -0.303; C -0.108; C -0.073; C -0.330; C -0.062; H 0.227; H 0.211; H 0.218; H 0.405; H 0.228; H 0.229; H 0.226; H 0.403; H 0.208; H 0.225

=====

# 5
Here is the molecule C8H10N2O in a non-equilibrium geometry from the OMol25 dataset. Energies are from wB97M-V/def2-TZVPD.

## Properties
* relative energy (zero: lowest compared OMol25 entry of this formula, charge and spin): 220.4 kcal/mol
* highest occupied orbital energy: -7.25 eV
* LUMO: 0.47 eV
* gap between HOMO and LUMO: 0.2835 Eh

XYZ file:
```
21
Properties=species:S:1:pos:R:3:forces:R:3
O 0.490 -2.140 0.521 -0.49 -0.36 0.52
N -1.874 1.314 -0.941 -0.49 0.65 -1.26
N -1.941 1.073 0.497 -1.11 -0.18 0.40
C 0.954 -0.874 0.215 0.68 1.06 -1.68
C 0.619 -0.245 -1.254 -0.72 -1.98 0.39
C 1.450 1.384 0.347 2.68 -1.47 1.34
C 0.999 1.134 -1.095 -0.11 1.60 1.56
C 0.605 0.374 1.145 -0.72 -2.02 -2.91
C -0.450 0.934 -0.816 -1.42 -1.94 0.52
C -0.728 -2.694 -0.070 0.42 3.28 2.30
C -0.713 0.586 0.499 2.54 1.91 -0.31
H -1.730 2.319 -1.035 -1.10 0.35 0.06
H 2.050 -0.891 0.162 -0.05 -0.69 0.38
H 2.487 0.961 0.510 -0.57 1.05 -0.29
H 1.308 1.845 -1.844 0.05 -0.23 -0.43
H -0.726 -2.398 -1.046 -0.14 0.81 -2.89
H -1.652 -2.184 0.390 1.09 -1.57 -0.21
H 1.417 2.364 0.742 -0.16 1.22 0.15
H -2.728 0.640 0.978 -0.17 0.31 -0.56
H 0.696 0.219 2.157 0.42 -0.09 2.24
H -0.533 -3.719 -0.061 -0.64 -1.70 0.69
```
Positions in Å, forces in eV/Å.

In elementary charge units, the natural (NBO) charges are: O -0.548; N -0.375; N -0.390; C 0.102; C -0.217; C -0.377; C -0.272; C -0.319; C -0.045; C -0.244; C 0.319; H 0.352; H 0.172; H 0.201; H 0.236; H 0.201; H 0.154; H 0.213; H 0.401; H 0.237; H 0.200

=====

Here are the calculated total energy numbers, same order: -3715.238030, -1357.560484, -2030.982889, -420.303379, -495.262392 (Ha).